ORCA calculation (ωB97M-V with the def2-TZVPD basis set) on the molecule C6H9N.

Structure (XYZ):
```
16
Properties=species:S:1:pos:R:3:forces:R:3:lowdin_charge:R:1
N -1.206 1.689 2.311 0.6701 -0.0591 -0.7319 0.1769
C -0.440 1.632 1.427 -0.5486 0.0345 0.5391 -0.2813
H 2.112 -0.445 1.421 -0.1303 -0.0356 -0.1115 0.0828
H -1.006 -1.699 -0.364 -0.0582 0.1507 -0.0395 0.0732
H 0.406 -0.919 1.419 0.1388 0.0404 -0.1153 0.0764
C -1.357 -0.698 -0.631 -0.0074 -0.0272 0.0585 -0.1021
H -0.632 1.113 -1.564 0.0542 -0.1143 0.0469 0.1085
H -1.830 -0.255 0.252 0.0686 -0.0693 -0.1388 0.0665
C -0.227 0.165 -1.182 -0.1339 0.0345 -0.1239 -0.2045
H -2.130 -0.809 -1.399 0.1120 0.0209 0.1140 0.0790
C 0.972 0.460 -0.182 0.1439 0.0838 0.0870 -0.4222
C 0.462 1.730 0.355 -0.0306 -0.2613 0.0508 0.0915
C 1.264 -0.697 0.775 -0.0292 -0.0078 0.0684 -0.0714
H 1.849 0.657 -0.809 -0.1743 -0.0117 0.0921 0.1224
H 1.527 -1.604 0.217 -0.0584 0.1617 0.0735 0.0855
H 0.235 -0.320 -2.048 -0.0168 0.0599 0.1307 0.1190
```
Positions in Å, forces in eV/Å.

Computed properties:
DFT total energy = -288.6390 Eh
LUMO (alpha / beta) = -1.486 / -1.485 eV
energy above the lowest of the compared OMol25 structures with the same formula, charge and spin = 89.7 kcal per mole
charge = 0
Kohn-Sham gap (alpha / beta) = 7.67 / 7.67 eV